Entry 1:
105
Properties=species:S:1:pos:R:3:forces:R:3 method="wB97M-V/def2-TZVPD" de_lowest_kj_mol=378.1 smiles="O=C1OC[C@@H](F)O1.CCOC(=O)OC.CCOC(=O)OC.CCOC(=O)OC.O=C1OCCO1.O=C1OCCO1.O=C1OCCO1.O=C1OCCO1.O=C1OCCO1" orbital_gap_ha=0.359 e_tot_ev=-89869.3120 lumo_energy_ha=-0.0008 molar_mass_g_mol=858.677 homo_ev=-9.80 total_charge=0
C -3.3412 4.2792 0.8178 0.230 1.528 0.657
C -3.0905 4.7969 2.2232 -1.858 0.848 1.053
O -1.8577 4.2382 2.7088 -1.719 -0.029 -0.891
C -1.3909 3.4663 1.7015 2.576 1.020 0.948
O -0.2420 3.0572 1.7907 -2.414 -0.280 -1.136
O -2.2530 3.4477 0.6695 2.413 -2.392 -0.968
H -3.2203 5.1639 0.1926 -0.295 -0.446 -0.758
H -4.2787 3.7495 0.6486 0.183 0.085 0.060
H -3.9792 4.5290 2.7947 0.491 -0.223 0.834
H -3.0645 5.8865 2.2187 0.463 -0.086 0.227
C 5.3009 -5.6735 -0.2021 -0.036 0.388 -0.686
C 3.8060 -5.4677 -0.3440 -0.351 -0.207 -0.516
O 3.2813 -6.7499 -0.0157 1.530 -1.183 2.273
C 4.2549 -7.3829 0.8330 -1.137 -0.550 -0.557
O 4.0704 -8.3634 1.4954 -0.103 1.242 -0.841
O 5.4362 -6.7450 0.7223 -0.572 0.020 0.216
H 5.7928 -4.7875 0.1994 0.191 -0.209 -0.196
H 5.6881 -5.9954 -1.1687 0.475 0.126 0.129
H 3.4478 -5.3298 -1.3642 0.343 0.594 0.052
H 3.4515 -4.6695 0.3082 -0.365 -0.166 0.094
C 3.4258 2.1861 1.2407 -0.560 -0.032 0.791
C 3.8843 3.3053 2.2378 0.849 -1.292 -1.669
O 3.1048 3.0846 3.3874 -1.006 -0.510 0.087
C 2.3815 1.8855 3.2758 -0.199 1.549 1.933
O 1.6299 1.5089 4.1641 1.738 0.374 -2.539
O 2.7061 1.3315 2.1166 -1.422 -1.533 0.730
H 4.1453 1.4924 0.8056 0.396 0.748 -0.118
H 2.6986 2.5088 0.4957 0.257 0.229 -0.121
H 3.7785 4.2680 1.7378 -0.354 0.195 0.660
H 4.9384 3.1308 2.4534 0.038 0.248 0.311
C -3.1039 1.2098 4.7075 0.048 0.390 1.111
C -1.7055 0.8769 5.1101 0.372 -0.318 -0.034
O -1.6442 -0.5785 4.9163 2.189 1.663 0.043
C -2.8485 -1.0583 5.0013 -2.112 -2.345 -0.332
O -3.1341 -2.2339 5.1685 0.382 2.700 -0.327
O -3.7688 -0.0498 4.7987 -0.495 0.117 -0.069
H -3.1030 1.7662 3.7702 -0.530 -0.951 -0.607
H -3.4506 1.9473 5.4314 -0.741 -0.322 0.175
H -1.5008 1.0529 6.1662 0.072 0.030 -0.113
H -1.0867 1.5123 4.4765 0.949 -0.928 0.117
C 0.2555 -6.2553 1.3406 1.194 -1.706 -0.637
C -0.2785 -5.2173 2.2468 -0.799 0.280 0.759
O -1.4609 -4.7678 1.5490 0.369 0.282 1.005
C -1.3796 -5.1668 0.2841 -2.910 1.628 -2.994
O -2.1192 -4.7261 -0.6097 2.101 -1.375 2.429
O -0.4596 -6.1021 0.1226 0.697 0.169 -0.663
H 0.0809 -7.2905 1.6338 -0.218 0.081 0.457
H 1.3358 -6.2028 1.2047 -0.129 0.287 -0.423
H 0.3730 -4.3596 2.4137 -0.028 -0.084 -0.075
H -0.5333 -5.7123 3.1839 -0.316 0.577 0.160
C 2.9858 -1.5471 -3.1404 -0.871 0.042 1.524
C 1.6267 -1.2128 -3.7659 1.045 -0.274 -0.745
O 0.6678 -2.2635 -3.4939 -0.113 -0.599 0.058
C -0.6598 -2.1454 -3.4759 -2.126 0.679 -0.899
O -1.4977 -3.0354 -3.6077 2.691 2.366 0.696
O -0.9880 -0.7593 -3.3980 1.477 -2.333 0.259
C -2.2958 -0.3908 -3.1116 -1.423 0.466 -1.019
H 3.6491 -0.6965 -3.2972 -0.051 -0.060 0.042
H 3.5338 -2.4750 -3.3045 -0.494 -0.072 -0.929
H 2.7267 -1.6167 -2.0840 0.469 0.275 0.404
H 1.8073 -1.1496 -4.8390 -0.679 -0.056 -0.249
H 1.3522 -0.2220 -3.4041 -0.447 -0.316 0.161
H -2.4219 0.5359 -3.6713 -0.042 0.454 0.609
H -2.5244 -0.2930 -2.0503 0.251 0.114 0.021
H -3.0685 -1.0077 -3.5703 0.280 -0.689 0.148
C -4.6243 0.7617 1.1046 -0.743 1.308 -1.504
C -5.4257 1.3644 -0.0831 -0.754 -0.690 0.516
O -4.4973 1.8205 -1.0597 0.524 0.852 -0.776
C -4.8825 2.5458 -2.1459 -4.513 -0.776 0.371
O -6.0618 2.8800 -2.4048 3.444 -0.534 0.844
O -3.8399 2.6748 -2.9015 2.395 0.208 0.137
C -3.8596 3.2772 -4.1684 -1.601 0.075 -1.662
H -4.0499 1.5622 1.5708 0.134 -0.199 0.184
H -3.9543 0.0438 0.6315 -0.025 -0.262 0.628
H -5.3557 0.3569 1.8041 0.385 -0.305 0.028
H -6.1655 2.1259 0.1638 0.354 0.422 0.247
H -6.0505 0.5681 -0.4875 0.172 -0.140 -0.400
H -4.6274 4.0490 -4.2219 0.191 0.168 0.147
H -4.1507 2.5368 -4.9134 -0.249 -0.276 0.105
H -2.9117 3.6323 -4.5727 0.313 0.098 1.151
C 5.3729 1.8620 -3.1582 0.113 0.656 -2.701
C 4.6157 2.2590 -1.9734 0.827 -1.448 1.936
O 3.2421 1.8787 -2.0068 -0.705 0.773 0.083
C 2.3269 2.7709 -2.4053 -0.111 2.516 -2.099
O 2.5188 3.8138 -3.0699 -0.188 -2.845 2.116
O 1.1264 2.3230 -2.0247 0.133 -0.865 0.557
C -0.0371 3.0853 -2.3464 0.385 0.676 -1.355
H 6.4491 1.8583 -2.9853 -0.080 0.155 0.063
H 5.1242 2.5401 -3.9745 0.414 0.232 -0.216
H 5.0956 0.8953 -3.5787 -0.052 -0.229 0.575
H 4.8422 3.2394 -1.5544 -0.603 0.348 -0.579
H 5.0429 1.5741 -1.2409 -0.432 -0.003 0.676
H 0.0581 3.3612 -3.3966 0.146 0.637 0.059
H -0.0735 3.9600 -1.6971 -0.230 -0.059 -0.138
H -0.9673 2.5176 -2.3707 0.395 -0.563 0.934
C -0.1627 0.2990 0.2920 -0.864 0.588 0.554
C -0.3267 -0.1760 1.7194 0.014 0.475 -1.223
O -0.1509 -1.6045 1.5022 0.436 0.989 0.914
C 0.7592 -1.7005 0.5339 1.933 -3.186 -2.474
O 1.3476 -2.7636 0.2204 -1.900 4.095 1.246
O 0.8921 -0.4975 -0.1642 0.827 -1.681 0.324
F -1.5767 0.1350 2.0415 -1.839 -0.398 0.864
H -0.1317 1.3832 0.1839 1.131 -0.239 -0.020
H -1.0815 0.0144 -0.2207 -0.190 -0.253 -0.072
H 0.2847 0.2550 2.5122 0.563 -0.546 -0.158



Entry 2:
92
Properties=species:S:1:pos:R:3:forces:R:3 method="wB97M-V/def2-TZVPD" orbital_gap_ha=0.145 e_tot_ev=-81743.1561 lumo_energy_ha=-0.0152 molar_mass_g_mol=774.796 homo_ev=-4.36 total_charge=0
C -1.7472 0.1753 4.6788 0.165 -0.073 0.085
C -1.0517 1.0716 3.6562 0.017 0.048 0.047
C -1.9901 1.4677 2.5184 -0.027 0.023 0.245
C -1.4517 2.5477 1.5812 0.149 0.708 0.143
C -1.3611 3.9069 2.1177 1.218 -0.609 -0.134
O -0.6298 4.8578 2.1490 -0.276 0.143 -0.246
O -2.7794 4.2022 2.8910 -0.663 0.044 0.757
C -0.1037 2.2866 0.8696 -0.080 0.180 -0.167
C -0.4802 1.5373 -0.4460 0.042 -0.208 -0.031
C 0.6776 1.6653 -1.4502 -0.039 -0.090 -0.122
C 0.5412 0.7778 -2.6991 0.083 -0.051 0.076
C 1.3628 1.2409 -3.9001 0.076 -0.320 -0.060
S 0.9908 2.8912 -4.5627 -0.007 0.006 0.064
C -0.6687 0.0102 -0.1068 0.292 0.094 -0.154
S -2.2381 -0.6678 -0.6881 -0.207 0.138 0.084
C -2.4008 -2.0731 0.4594 -0.026 -0.251 -0.042
C -3.7227 -2.0635 1.2369 0.039 0.091 0.049
C -1.6889 2.3506 -0.8169 -0.576 -0.154 0.204
C -2.1785 2.8628 -2.0901 0.422 0.749 0.071
C -3.4831 2.2131 -2.6516 0.415 0.669 0.375
O -3.6369 1.1528 -3.0892 -0.196 -1.069 -0.409
I -5.2270 3.6471 -2.6266 -0.174 0.181 0.004
N -2.3204 2.6851 0.3854 0.238 -0.518 -0.465
O -3.5605 3.2824 0.4723 0.035 -0.181 -0.023
H -2.2541 -0.6596 4.1866 -0.022 0.086 0.040
H -2.4828 0.7324 5.2663 -0.051 -0.057 -0.130
H -1.0276 -0.2504 5.3848 -0.060 0.052 -0.059
H -0.1780 0.5474 3.2514 -0.081 0.069 0.005
H -0.6621 1.9662 4.1620 -0.022 -0.061 -0.086
H -2.9375 1.8259 2.9350 0.032 -0.067 -0.064
H -2.2383 0.5924 1.9146 -0.060 0.084 -0.057
H 0.2662 3.2633 0.5508 0.139 -0.091 0.124
H 0.6637 1.8195 1.4911 -0.211 -0.179 0.014
H 0.7800 2.7166 -1.7373 -0.048 -0.049 -0.007
H 1.6059 1.3763 -0.9382 -0.037 0.088 -0.020
H -0.5061 0.6356 -2.9881 0.051 0.164 0.010
H 0.9059 -0.2285 -2.4569 -0.093 0.052 -0.056
H 1.2424 0.5278 -4.7204 0.082 0.058 0.117
H 2.4297 1.2542 -3.6573 -0.082 0.080 0.035
H -0.1710 2.5391 -5.1214 -0.112 0.062 -0.076
H 0.1453 -0.5627 -0.5558 -0.066 0.070 0.139
H -0.5880 -0.1699 0.9658 -0.068 0.062 -0.012
H -2.3094 -2.9974 -0.1166 0.030 0.045 0.104
H -1.5421 -2.0450 1.1340 -0.083 0.046 -0.028
H -3.6012 -2.5412 2.2142 -0.045 -0.056 -0.123
H -4.5132 -2.5899 0.6977 0.059 0.061 0.012
H -4.0690 -1.0407 1.4047 0.059 -0.063 0.022
H -1.4339 2.6800 -2.8698 -0.050 -0.026 -0.032
H -2.3874 3.9465 -2.1019 0.012 -0.112 0.030
H -3.5089 4.1105 -0.0300 -0.062 -0.037 0.034
C 4.0606 -1.9222 -1.3800 -0.113 0.034 -0.059
C 2.9123 -2.0435 -0.4905 0.294 0.000 0.129
N 2.0648 -2.1493 0.2766 -0.183 0.012 0.044
H 4.8755 -2.5359 -1.0014 0.017 -0.005 -0.002
H 3.8084 -2.2495 -2.3875 0.039 0.020 -0.007
H 4.3847 -0.8829 -1.4222 -0.015 -0.004 -0.014
C 4.6358 -0.9140 -7.1643 0.030 0.039 -0.031
C 4.3767 -1.5425 -5.8766 -0.015 0.042 -0.079
N 4.1596 -2.0318 -4.8636 -0.078 -0.067 0.151
H 4.2021 -1.5137 -7.9622 0.003 0.009 0.001
H 4.1908 0.0798 -7.1809 0.009 -0.011 -0.019
H 5.7088 -0.8277 -7.3254 -0.010 0.001 -0.002
C 4.7461 -6.0127 -2.3391 0.011 -0.049 0.000
C 5.7029 -4.9170 -2.3027 -0.101 -0.038 0.066
N 6.4255 -4.0298 -2.2449 0.214 0.099 -0.094
H 4.8300 -6.6010 -1.4269 -0.005 0.002 -0.004
H 3.7371 -5.6079 -2.4093 0.002 -0.010 -0.006
H 4.9274 -6.6579 -3.1957 -0.006 -0.002 0.008
C -5.7309 3.7555 4.5175 -0.055 0.060 0.097
C -6.5534 2.5536 4.4838 0.070 0.069 -0.051
N -7.1979 1.6069 4.4578 -0.089 -0.128 0.035
H -6.2891 4.5986 4.1125 0.001 -0.016 -0.007
H -5.4559 3.9732 5.5497 0.001 0.015 -0.015
H -4.8331 3.6095 3.9240 0.001 -0.073 -0.091
C -2.1331 6.7512 5.6938 0.007 0.001 0.102
C -2.3826 5.7409 4.6813 0.243 0.262 0.307
N -2.5693 4.9672 3.8716 -0.279 -0.110 -0.678
H -3.0581 7.2881 5.8984 0.016 0.017 0.005
H -1.7717 6.2828 6.6077 -0.002 0.021 -0.010
H -1.3844 7.4466 5.3164 -0.013 -0.005 0.002
C 0.8462 -8.1379 -3.5282 -0.054 0.011 0.009
C 2.2602 -8.4088 -3.7507 -0.085 0.002 -0.002
N 3.3726 -8.6212 -3.9277 0.114 -0.012 -0.010
H 0.5093 -8.6461 -2.6266 -0.002 0.005 -0.006
H 0.6867 -7.0672 -3.4133 -0.002 -0.007 0.001
H 0.2640 -8.4938 -4.3762 0.001 0.003 0.007
C 4.7023 -2.4162 3.1942 -0.034 0.031 0.042
C 5.1953 -3.3173 2.1621 -0.020 -0.006 -0.119
N 5.5730 -4.0163 1.3341 -0.022 -0.033 0.014
H 4.2587 -1.5370 2.7297 -0.010 -0.015 -0.003
H 3.9413 -2.9194 3.7876 -0.001 0.009 0.001
H 5.5204 -2.1096 3.8435 -0.008 -0.001 -0.005